Density functional theory data (ωB97M-V/def2-TZVPD) for a 2-piece molecular cluster, C20H23ClFN4O4 overall at a distorted geometry.

```
53
C20H23ClFN4O4 ωB97M-V/def2-TZVPD
Cl 2.083 4.372 4.621
C 1.961 2.604 4.861
N 1.328 1.905 3.703
C -0.098 2.390 3.480
C -0.706 1.634 2.347
N 0.314 0.670 1.870
F -0.282 -0.075 0.712
C 0.656 -0.334 2.909
C 1.287 0.420 4.039
C 1.510 1.346 1.318
C 2.157 2.088 2.437
H 2.979 2.222 4.998
H 1.355 2.436 5.758
H -0.641 2.221 4.422
H -0.036 3.467 3.293
H -1.579 1.049 2.650
H -0.951 2.277 1.498
H -0.280 -0.820 3.200
H 1.339 -1.054 2.451
H 2.324 0.098 4.217
H 0.719 0.311 4.975
H 2.145 0.559 0.902
H 1.144 2.002 0.525
H 2.223 3.166 2.256
H 3.162 1.700 2.658
C -1.126 -1.110 -1.158
C -0.234 -2.117 -1.594
C 0.201 -3.131 -0.671
C 0.928 -4.228 -1.086
C 1.310 -4.343 -2.445
N 2.195 -5.375 -2.867
O 2.553 -5.400 -4.067
O 2.597 -6.215 -2.032
C 0.895 -3.376 -3.380
C 0.139 -2.299 -2.967
C -1.667 -0.113 -2.025
C -0.893 0.609 -2.992
C -1.498 1.444 -3.916
C -2.900 1.584 -3.924
N -3.536 2.335 -4.956
O -4.787 2.379 -4.983
O -2.826 2.922 -5.805
C -3.684 0.928 -2.948
C -3.070 0.156 -1.984
H -1.646 -1.316 -0.232
H -0.092 -3.056 0.376
H 1.244 -5.006 -0.394
H 1.195 -3.498 -4.421
H -0.231 -1.604 -3.721
H 0.190 0.481 -3.032
H -0.926 1.987 -4.665
H -4.761 1.044 -2.985
H -3.679 -0.337 -1.225
```

As for the spin multiplicity: 1. Its net charge is +1. The calculation puts the HOMO energy at -8.5716 eV.

***

Density functional theory data (ωB97M-V/def2-TZVPD) for C33H20BrCl2F7NO5PSTl as an isolated structure at a distorted geometry.

```
72
C33H20BrCl2F7NO5PSTl ωB97M-V/def2-TZVPD
Tl -2.059 1.353 -2.089
F -2.166 -6.262 -0.588
C -1.564 -5.116 -0.942
C -0.224 -4.902 -0.659
F 0.489 -5.867 -0.052
C 0.389 -3.709 -1.021
F 1.707 -3.634 -0.774
C -0.293 -2.680 -1.666
P 0.272 -0.892 -1.903
C 1.411 -1.301 -3.308
C 2.614 -1.980 -3.174
C 3.378 -2.283 -4.287
C 2.950 -1.906 -5.549
C 1.766 -1.207 -5.689
C 0.999 -0.905 -4.576
C 1.489 -0.855 -0.540
C 2.700 -0.195 -0.723
C 3.630 -0.135 0.302
C 3.349 -0.715 1.530
C 2.134 -1.346 1.725
C 1.210 -1.420 0.699
C -1.607 -2.970 -2.014
Br -2.565 -1.806 -3.136
C -2.247 -4.144 -1.658
F -3.518 -4.366 -2.021
H 2.967 -2.272 -2.199
H 4.309 -2.819 -4.166
H 3.547 -2.152 -6.417
H 1.437 -0.898 -6.671
H 0.077 -0.352 -4.682
H 2.901 0.283 -1.671
H 4.570 0.375 0.145
H 4.073 -0.667 2.331
H 1.895 -1.786 2.682
H 0.274 -1.924 0.868
F -4.742 -1.304 1.566
C -4.827 -0.024 1.186
F -6.152 0.220 1.094
F -4.367 0.046 -0.067
S -2.038 -0.851 1.000
O -0.839 -0.404 2.247
O -1.801 -2.282 0.849
O -1.493 -0.134 -0.190
Cl -0.020 1.156 4.084
C -1.339 0.639 2.970
C -2.476 0.143 3.814
C -3.735 0.224 3.427
C -4.167 0.959 2.191
C -3.041 1.760 1.623
Cl -3.522 2.828 0.335
C -1.752 1.759 2.029
N -0.808 2.495 1.393
C 0.206 3.318 1.886
C 0.041 4.030 3.070
C 0.991 4.944 3.484
C 2.102 5.183 2.694
C 2.260 4.486 1.510
C 1.336 3.541 1.086
C 1.621 2.723 -0.137
C 0.505 2.520 -1.171
O 0.654 1.629 -2.032
O -0.513 3.258 -1.113
H -2.191 -0.404 4.700
H -4.521 -0.237 4.008
H -4.982 1.653 2.460
H -1.024 2.775 0.428
H -0.857 3.874 3.650
H 0.848 5.488 4.407
H 2.837 5.916 2.997
H 3.129 4.674 0.894
H 1.901 1.720 0.195
H 2.479 3.135 -0.675
```

Its energy above the lowest of the compared OMol25 structures with the same formula, charge and spin is 38.0 kcal per mole. As for the spin multiplicity: 1. Its net charge is -1. The calculation puts the HOMO energy at -5.2721 eV.

***

Density functional theory data (ωB97M-V/def2-TZVPD) for a 2-piece molecular cluster, C4H7PS2 overall at a distorted geometry.

```
14
C4H7PS2 ωB97M-V/def2-TZVPD
C -1.234 1.781 -0.692
C -0.566 0.667 -0.801
P -0.317 -0.638 0.373
S -2.182 -1.223 1.024
S -0.008 -2.100 -1.203
H -1.164 2.718 -1.303
H -1.844 1.819 0.229
H 0.215 0.509 -1.591
H -1.960 -1.303 2.356
H -1.124 -2.717 -0.743
C 2.663 -0.359 0.220
C 2.475 0.537 1.052
H 2.531 -1.064 -0.638
H 2.516 1.373 1.718
```

Its energy above the lowest of the compared OMol25 structures with the same formula, charge and spin is 80.2 kcal per mole. As for the spin multiplicity: 1. As for the SMILES: C=CP(S)S.C#C. The calculation puts the HOMO energy at -8.3935 eV.

***

Density functional theory data (ωB97M-V/def2-TZVPD) for a 18-piece molecular cluster, C53H170N43O18P7 overall at a distorted geometry.

```
291
C53H170N43O18P7 ωB97M-V/def2-TZVPD
O 15.620 24.162 16.776
P 15.691 24.863 15.424
N 15.546 26.533 15.686
C 14.780 27.221 16.771
C 15.925 27.486 14.645
N 14.490 24.218 14.435
C 13.350 23.478 15.065
C 13.928 25.029 13.378
N 16.982 24.740 14.416
C 17.318 23.769 13.400
C 18.211 25.582 14.830
H 13.961 27.652 16.258
H 15.550 27.928 17.054
H 14.453 26.748 17.663
H 16.608 27.045 13.929
H 16.408 28.345 15.098
H 15.056 27.774 14.077
H 13.742 23.094 15.981
H 12.577 24.164 15.425
H 13.032 22.708 14.380
H 13.319 24.372 12.702
H 13.297 25.866 13.706
H 14.772 25.503 12.748
H 18.200 23.303 13.697
H 16.385 23.194 13.214
H 17.636 24.327 12.516
H 17.980 26.241 15.644
H 18.420 26.149 13.972
H 19.024 24.908 15.079
O 19.949 23.986 24.080
P 19.304 25.304 24.308
N 19.153 25.942 25.848
C 20.398 26.285 26.478
C 18.153 25.297 26.720
N 17.741 25.263 23.749
C 16.650 26.199 23.903
C 17.354 24.026 23.067
N 20.104 26.488 23.343
C 19.695 27.886 23.386
C 21.503 26.308 23.086
H 20.596 25.624 27.330
H 20.332 27.344 26.770
H 21.240 26.368 25.772
H 18.727 24.685 27.369
H 17.437 24.677 26.144
H 17.556 26.043 27.290
H 16.464 26.858 23.070
H 15.754 25.588 24.041
H 16.825 26.798 24.768
H 16.762 24.342 22.178
H 18.322 23.540 22.848
H 16.754 23.287 23.704
H 18.697 27.793 23.827
H 20.287 28.461 24.116
H 19.638 28.409 22.462
H 21.784 26.808 22.119
H 21.835 25.305 23.110
H 22.163 26.950 23.786
O 14.585 10.680 14.487
P 14.352 11.288 15.849
N 15.215 12.737 16.124
C 14.609 13.744 16.950
C 16.606 12.842 15.694
N 14.984 10.201 16.918
C 15.068 8.716 16.628
C 15.217 10.598 18.332
N 12.689 11.446 16.227
C 11.927 12.303 15.285
C 12.078 10.277 16.782
H 13.832 14.407 16.504
H 15.396 14.436 17.211
H 14.148 13.320 17.873
H 16.929 11.851 15.289
H 17.278 13.024 16.555
H 16.837 13.645 14.940
H 16.122 8.392 16.800
H 14.366 8.125 17.216
H 14.921 8.442 15.528
H 14.503 10.087 18.940
H 16.124 10.175 18.679
H 15.204 11.693 18.419
H 11.035 12.571 15.928
H 12.498 13.225 14.937
H 11.520 11.818 14.444
H 11.949 9.494 15.995
H 11.051 10.619 17.083
H 12.563 10.014 17.726
O 21.069 18.716 22.494
P 21.136 17.233 22.399
N 20.550 16.430 21.068
C 19.224 15.770 21.038
C 21.261 16.737 19.818
N 20.218 16.629 23.662
C 20.382 15.292 24.319
C 19.099 17.339 24.189
N 22.702 16.721 22.642
C 23.227 15.493 22.149
C 23.600 17.456 23.520
H 18.331 16.469 20.991
H 19.103 15.072 21.832
H 19.068 15.111 20.187
H 22.360 16.529 19.978
H 21.067 17.742 19.431
H 21.014 16.061 18.996
H 21.397 14.867 24.204
H 20.118 15.441 25.313
H 19.677 14.534 23.848
H 19.097 17.386 25.266
H 19.153 18.381 23.868
H 18.103 16.925 23.850
H 22.484 14.961 21.556
H 24.149 15.591 21.604
H 23.371 14.762 22.882
H 23.060 18.377 23.788
H 24.472 17.836 22.940
H 23.894 16.877 24.380
O 14.002 19.448 13.584
P 14.899 18.297 13.187
N 14.800 16.863 13.994
C 14.894 17.062 15.456
C 14.351 15.643 13.375
N 16.492 18.697 13.409
C 17.660 17.860 13.463
C 16.858 20.075 13.604
N 14.735 17.890 11.543
C 15.796 17.876 10.537
C 13.347 17.828 11.068
H 13.879 16.918 15.943
H 15.375 18.004 15.724
H 15.574 16.321 15.828
H 14.600 15.666 12.299
H 13.263 15.529 13.387
H 14.835 14.760 13.817
H 18.104 17.867 14.453
H 17.337 16.898 13.161
H 18.445 18.148 12.818
H 17.372 20.268 14.573
H 17.581 20.347 12.855
H 16.009 20.735 13.472
H 15.372 18.140 9.580
H 16.581 18.549 10.929
H 16.240 16.848 10.584
H 12.682 17.708 11.928
H 13.186 16.877 10.523
H 12.913 18.676 10.447
O 16.706 19.328 17.841
P 16.079 19.364 19.196
N 14.981 18.122 19.301
C 13.713 18.346 20.024
C 15.458 16.704 19.102
N 15.336 20.847 19.496
C 14.322 21.294 18.605
C 15.466 21.511 20.817
N 17.234 19.140 20.333
C 18.601 19.690 20.144
C 16.993 19.041 21.766
H 13.592 19.434 20.081
H 13.694 18.001 21.051
H 12.939 17.756 19.465
H 14.806 15.986 18.608
H 15.843 16.146 20.065
H 16.354 16.720 18.497
H 13.462 20.679 18.582
H 13.965 22.310 18.883
H 14.771 21.490 17.593
H 15.014 20.946 21.641
H 16.562 21.690 21.001
H 15.007 22.518 20.710
H 19.375 18.964 20.366
H 18.713 19.966 19.101
H 18.836 20.575 20.820
H 16.952 20.084 22.125
H 17.766 18.484 22.288
H 16.020 18.581 21.905
O 15.412 23.038 26.489
P 15.885 21.890 27.313
N 14.647 20.835 27.625
C 14.910 19.583 28.436
C 13.399 20.856 26.877
N 16.551 22.339 28.841
C 17.352 21.433 29.649
C 16.126 23.603 29.526
N 17.083 20.826 26.632
C 16.581 20.147 25.436
C 18.434 21.314 26.553
H 14.291 18.753 28.038
H 14.608 19.773 29.461
H 15.963 19.258 28.499
H 13.287 21.807 26.423
H 12.480 20.692 27.440
H 13.331 20.166 25.993
H 16.693 20.861 30.327
H 17.806 20.703 28.978
H 18.176 21.885 30.226
H 16.975 24.287 29.423
H 15.322 23.975 28.843
H 15.770 23.486 30.584
H 16.480 20.791 24.602
H 17.325 19.467 25.171
H 15.636 19.581 25.591
H 19.102 20.532 26.285
H 18.802 21.759 27.458
H 18.582 22.149 25.782
C 11.506 20.552 15.933
O 10.790 20.873 16.851
N 11.160 20.747 14.622
N 12.729 19.868 15.961
H 11.995 20.889 14.118
H 10.341 21.370 14.528
H 13.230 20.070 16.827
H 13.342 19.857 15.144
C 19.543 16.958 16.597
O 20.186 17.909 16.212
N 19.672 15.634 16.159
N 18.517 16.997 17.464
H 19.255 14.871 16.666
H 20.192 15.455 15.348
H 18.084 17.854 17.624
H 17.898 16.203 17.486
C 18.995 22.048 16.468
O 19.386 23.106 15.987
N 17.760 21.831 16.920
N 19.943 20.955 16.531
H 17.138 22.639 16.861
H 17.441 20.886 17.158
H 20.414 20.953 15.624
H 19.657 19.996 16.761
C 14.858 15.464 23.773
O 15.366 16.559 23.879
N 13.565 15.200 24.077
N 15.549 14.322 23.436
H 13.185 14.282 24.008
H 12.814 15.927 24.092
H 16.564 14.372 23.663
H 15.066 13.592 22.934
C 12.011 18.398 24.262
O 11.593 17.307 24.707
N 13.327 18.603 23.809
N 11.289 19.510 24.246
H 13.576 19.600 23.690
H 13.982 17.887 23.945
H 10.304 19.597 24.436
H 11.755 20.317 23.839
C 21.408 22.217 20.607
O 21.305 23.271 20.002
N 21.644 21.064 19.965
N 21.266 22.174 21.992
H 21.770 21.052 18.960
H 21.798 20.294 20.557
H 21.420 21.383 22.582
H 20.850 22.933 22.455
C 10.413 16.934 18.461
O 10.779 15.765 18.287
N 10.577 17.886 17.459
N 9.813 17.322 19.660
H 10.347 18.872 17.561
H 11.033 17.542 16.624
H 9.836 16.534 20.340
H 9.986 18.196 20.054
C 18.324 25.021 19.917
O 17.316 25.747 19.796
N 19.330 25.214 20.777
N 18.459 24.034 18.993
H 20.167 24.596 20.719
H 19.227 25.948 21.487
H 17.726 24.109 18.295
H 19.318 23.625 18.682
C 13.180 22.755 23.603
O 13.790 21.625 23.669
N 13.568 23.876 24.265
N 12.049 22.885 22.723
H 13.010 24.730 24.164
H 14.165 23.788 25.062
H 11.850 22.042 22.172
H 12.009 23.777 22.292
C 12.684 13.968 20.665
O 13.290 13.372 21.524
N 12.003 13.311 19.645
N 12.618 15.302 20.572
H 11.165 13.792 19.261
H 12.035 12.273 19.642
H 12.116 15.725 19.763
H 13.130 15.756 21.319
C 13.330 24.908 20.056
O 12.728 25.245 21.118
N 14.651 25.077 19.843
N 12.671 24.343 18.938
H 15.284 25.410 20.559
H 15.170 24.592 19.125
H 11.728 24.088 19.062
H 13.114 24.370 17.983
```

As for the spin multiplicity: 1. The calculation puts the HOMO energy at -8.3750 eV.

***

Number 1: calculated total energy -1855.2800 hartree, LUMO level -4.092 eV, HOMO-LUMO gap 4.480 eV. Number 2: calculated total energy -6806.0803 hartree, LUMO level 2.269 eV, HOMO-LUMO gap 7.541 eV. Number 3: calculated total energy -1294.2134 hartree, LUMO level 0.509 eV, HOMO-LUMO gap 8.903 eV. Number 4: calculated total energy -8220.5144 hartree, LUMO level 0.144 eV, HOMO-LUMO gap 8.519 eV.